1.
# C7H11BrFNO2

An isolated molecule of C7H11BrFNO2 at a distorted geometry (wB97M-V/def2-TZVPD, the Open Molecules 2025 dataset).

Element x y z (Å)
C1 2.036 1.185 -0.829
C2 0.593 0.834 -0.347
F1 -0.187 1.692 -1.027
C3 0.213 -0.605 -0.792
C4 -1.271 -0.791 -0.423
C5 -1.586 -0.543 1.005
C6 -1.049 0.794 1.439
N1 -1.321 0.919 2.907
O1 -1.994 1.845 3.397
O2 -0.760 0.079 3.597
C7 0.417 1.061 1.180
Br1 1.035 2.803 1.764
H1 2.128 2.302 -1.008
H2 2.211 0.893 -1.870
H3 2.655 0.606 -0.183
H4 0.946 -1.426 -0.398
H5 0.153 -0.541 -1.846
H6 -1.452 -1.830 -0.728
H7 -1.823 -0.232 -1.121
H8 -2.598 -0.368 1.227
H9 -1.240 -1.370 1.678
H10 -1.668 1.556 1.021
H11 1.112 0.371 1.710

Properties
SMILES: C[C@@]1(F)CCC[C@@H]([N+](=O)[O-])[C@@H]1Br
Relative energy (zero: lowest compared OMol25 entry of this formula, charge and spin), kJ/mol: 126.8
Spin multiplicity: 1
HOMO-LUMO gap, eV: 10.63


2.
# C7H11BrN

A 2-piece molecular cluster, C7H11BrN overall at a distorted geometry (wB97M-V/def2-TZVPD, the Open Molecules 2025 dataset).

Element x y z (Å)
Br1 0.193 1.623 2.655
C1 -1.566 -0.798 -0.921
C2 -1.271 0.557 -1.071
C3 -1.332 -1.427 0.302
C4 -0.745 1.289 -0.006
C5 -0.806 -0.710 1.377
C6 -0.518 0.644 1.208
H1 -1.980 -1.368 -1.763
H2 -1.452 1.058 -2.031
H3 -1.562 -2.493 0.427
H4 -0.510 2.356 -0.115
H5 -0.619 -1.197 2.343
C7 1.975 0.597 -0.068
N1 1.059 -0.490 -0.537
H6 2.021 1.408 -0.814
H7 2.993 0.201 0.084
H8 1.615 1.017 0.886
H9 0.098 -0.121 -0.682
H10 1.395 -0.889 -1.437
H11 1.013 -1.257 0.163

Properties
Net charge: +1
Relative energy (zero: lowest compared OMol25 entry of this formula, charge and spin), kJ/mol: 85.1
Spin multiplicity: 1
HOMO-LUMO gap, eV: 9.98


3.
# C7H11BrO6

A 2-piece molecular cluster, C7H11BrO6 overall at a distorted geometry (wB97M-V/def2-TZVPD, the Open Molecules 2025 dataset).

Element x y z (Å)
C1 -0.084 -1.865 -0.693
C2 1.029 0.512 1.832
C3 -0.138 1.302 1.591
C4 -0.124 1.940 0.162
C5 1.270 2.036 -0.593
C6 2.240 1.020 -0.102
C7 0.274 -3.219 -1.403
O1 -0.725 -1.985 0.440
O2 2.050 0.412 1.034
O3 -1.318 0.503 1.825
O4 -0.845 3.173 0.088
O5 1.080 1.953 -1.996
O6 0.071 -0.809 -1.218
Br1 4.071 0.989 -0.646
H1 1.050 -0.038 2.805
H2 -0.943 -1.189 0.920
H3 -0.184 2.083 2.422
H4 -0.828 1.285 -0.347
H5 1.554 3.119 -0.385
H6 1.270 -3.397 -1.666
H7 -0.252 -3.485 -2.305
H8 0.086 -4.142 -0.863
H9 -1.971 1.092 1.654
H10 -0.734 3.609 -0.728
H11 0.721 1.008 -1.983

Properties
Relative energy (zero: lowest compared OMol25 entry of this formula, charge and spin), kJ/mol: 223.2
Spin multiplicity: 1
HOMO-LUMO gap (spin up / spin down), eV: 7.93 / 7.82


4.
# C7H11Cl2F

An isolated molecule of C7H11Cl2F at a distorted geometry (wB97M-V/def2-TZVPD, the Open Molecules 2025 dataset).

Element x y z (Å)
C1 -0.321 0.245 -0.642
C2 0.569 -0.116 0.549
C3 -1.823 -0.273 -0.160
C4 -0.462 1.744 -0.847
C5 0.032 -0.542 -1.904
C6 0.549 0.703 1.783
C7 0.997 -1.442 0.858
F1 -2.366 0.309 0.933
Cl1 -2.144 -1.934 0.011
Cl2 2.509 -1.762 -0.073
H1 0.479 2.125 -0.777
H2 -1.090 2.048 -0.064
H3 -0.696 1.843 -1.880
H4 0.265 0.188 -2.712
H5 -0.751 -1.192 -2.306
H6 0.885 -1.082 -1.870
H7 0.289 0.215 2.737
H8 0.088 1.703 1.689
H9 1.478 1.045 2.131
H10 0.321 -2.188 0.694
H11 1.193 -1.638 1.848

Properties
Spin multiplicity: 1
HOMO-LUMO gap (spin up / spin down), eV: 7.92 / 8.31


5.
# C7H11CoN2O6S

C7H11CoN2O6S as an isolated structure (wB97M-V/def2-TZVPD, the Open Molecules 2025 dataset).

Element x y z (Å)
Co1 0.700 0.508 -0.445
O1 0.789 -2.814 1.258
C1 1.006 -1.664 0.561
O2 0.510 -0.506 1.133
C2 2.484 -1.495 0.194
O3 2.480 -0.252 -0.533
C3 3.019 -0.190 -1.878
C4 2.106 0.699 -2.722
O4 2.353 0.895 -3.874
O5 1.038 1.163 -2.086
H1 0.088 -2.658 1.906
H2 2.875 -2.305 -0.419
H3 3.065 -1.383 1.107
H4 3.067 -1.191 -2.306
H5 4.021 0.233 -1.832
S1 -0.673 -2.035 -1.903
C5 0.234 -1.589 -0.773
C6 -3.207 0.731 2.282
N1 -2.056 0.708 1.395
C7 -1.912 1.513 0.342
N2 -2.905 2.342 -0.003
O6 -0.868 1.533 -0.377
H6 -3.093 -0.060 3.016
H7 -4.127 0.542 1.727
H8 -3.288 1.680 2.816
H9 -1.232 0.174 1.640
H10 -3.719 2.476 0.568
H11 -2.755 2.944 -0.795

Properties
Net charge: +1
Expectation value of S²: 0.883
Relative energy (zero: lowest compared OMol25 entry of this formula, charge and spin), kJ/mol: 183.0
Spin multiplicity: 2
HOMO-LUMO gap (spin up / spin down), eV: 7.90 / 7.91


6.
# C7H11F3Si

A 2-piece molecular cluster, C7H11F3Si overall at a distorted geometry (wB97M-V/def2-TZVPD, the Open Molecules 2025 dataset).

Element x y z (Å)
C1 2.586 0.616 -1.950
C2 1.850 1.167 -1.006
Si1 1.548 0.372 0.696
C3 0.819 1.714 1.772
F1 2.990 -0.055 1.310
C4 0.414 -1.241 0.570
C5 0.119 -1.893 -0.531
H1 2.689 1.130 -2.878
H2 3.003 -0.249 -1.682
H3 1.224 2.127 -1.136
H4 -0.219 2.157 1.424
H5 0.581 1.420 2.889
H6 1.644 2.446 1.670
H7 -0.059 -1.536 1.399
H8 -0.465 -2.819 -0.579
H9 0.488 -1.789 -1.559
C6 -3.043 -0.203 0.537
C7 -3.365 -0.904 -0.500
F2 -3.442 -0.465 -1.711
F3 -3.762 -2.169 -0.490
H10 -2.820 -0.625 1.482
H11 -2.780 0.797 0.272

Properties
SMILES: C=C[Si](C)(F)C=C.C=C(F)F
Relative energy (zero: lowest compared OMol25 entry of this formula, charge and spin), kJ/mol: 476.1
Spin multiplicity: 1
HOMO-LUMO gap, eV: 10.72


7.
# C7H11F3Si

An isolated molecule of C7H11F3Si at a distorted geometry (wB97M-V/def2-TZVPD, the Open Molecules 2025 dataset).

Element x y z (Å)
C1 0.781 1.871 -0.976
C2 1.118 0.898 -0.175
C3 1.271 1.044 1.324
C4 1.499 -0.446 -0.732
C5 0.320 -1.445 -0.971
C6 -0.407 -1.609 0.337
C7 -1.557 -1.159 0.788
Si1 -2.789 -0.051 0.065
F1 -2.585 1.388 0.696
F2 -4.267 -0.531 0.363
F3 -2.515 0.386 -1.439
H1 0.398 2.863 -0.597
H2 0.941 1.684 -2.094
H3 2.364 1.534 1.507
H4 1.236 0.140 1.970
H5 0.596 1.778 1.917
H6 2.114 -0.433 -1.714
H7 2.134 -0.844 -0.057
H8 -0.202 -0.983 -1.733
H9 0.946 -2.239 -1.363
H10 0.250 -2.251 1.089
H11 -1.644 -1.596 1.795

Properties
SMILES: C=C(C)CC/C=C\[Si](F)(F)F
Relative energy (zero: lowest compared OMol25 entry of this formula, charge and spin), kJ/mol: 37.4
Spin multiplicity: 1
HOMO-LUMO gap, eV: 10.07


8.
# C7H11FN2O

An isolated molecule of C7H11FN2O at a distorted geometry (wB97M-V/def2-TZVPD, the Open Molecules 2025 dataset).

Element x y z (Å)
C1 -0.601 -0.811 1.848
O1 -0.841 0.278 1.084
C2 -1.067 0.120 -0.285
C3 -0.684 -0.982 -1.046
C4 0.601 -1.695 -0.742
C5 1.752 -1.255 -0.292
C6 1.862 0.157 0.088
C7 2.897 0.858 -0.320
F1 2.928 2.239 -0.188
N1 -1.924 1.017 -0.890
N2 -2.719 1.998 -0.179
H1 0.517 -1.100 1.889
H2 -1.308 -1.564 1.514
H3 -0.766 -0.567 2.877
H4 -1.092 -0.963 -2.053
H5 0.500 -2.769 -1.019
H6 2.513 -1.892 -0.081
H7 0.997 0.602 0.564
H8 3.743 0.462 -0.778
H9 -2.148 0.794 -1.858
H10 -2.208 2.345 0.563
H11 -2.950 2.728 -0.699

Properties
SMILES: CO\C(=C/C=C\C=C\F)NN
Relative energy (zero: lowest compared OMol25 entry of this formula, charge and spin), kJ/mol: 280.4
Spin multiplicity: 1
HOMO-LUMO gap, eV: 8.16


9.
# C7H11FN3O

An isolated ion of composition C7H11FN3O and charge +1 at a distorted geometry (wB97M-V/def2-TZVPD, the Open Molecules 2025 dataset).

Element x y z (Å)
C1 -2.009 0.070 -0.746
C2 -1.262 -0.558 0.418
F1 -1.699 0.016 1.629
C3 0.239 -0.457 0.216
C4 1.031 -0.600 -1.060
C5 2.291 0.234 -0.743
N1 2.999 -0.420 0.293
C6 2.366 -1.132 1.165
N2 0.958 -1.147 1.222
O1 1.754 1.494 -0.192
C7 0.629 1.281 0.403
N3 0.079 2.161 1.213
H1 -3.009 -0.089 -0.584
H2 -1.677 -0.530 -1.608
H3 -1.622 0.959 -1.069
H4 -1.614 -1.695 0.557
H5 0.599 -0.191 -1.916
H6 1.421 -1.711 -1.080
H7 2.906 0.577 -1.589
H8 3.001 -1.580 1.965
H9 0.606 -1.578 2.090
H10 -0.840 2.314 1.640
H11 0.589 3.001 1.293

Properties
SMILES: C[C@H](F)[C@]12C[C@H](N=CN1)OC2=[NH2+]
Net charge: +1
Relative energy (zero: lowest compared OMol25 entry of this formula, charge and spin), kJ/mol: 126.7
Spin multiplicity: 1
HOMO-LUMO gap, eV: 10.01


10.
# C7H11FN3O

A 3-piece molecular cluster, C7H11FN3O overall at a distorted geometry (wB97M-V/def2-TZVPD, the Open Molecules 2025 dataset).

Element x y z (Å)
C1 -0.344 2.388 -0.914
C2 -0.154 1.429 -2.880
C3 -0.380 1.063 -0.731
C4 3.316 -1.185 1.135
C5 -0.123 -2.132 1.441
C6 -0.451 0.179 0.458
C7 0.076 -1.125 0.267
N1 -0.123 0.479 -1.997
N2 -0.208 2.631 -2.257
N3 0.518 -1.613 -0.838
O1 3.858 -0.411 1.726
F1 -2.253 0.042 2.996
H1 -0.531 3.264 -0.290
H2 -0.081 1.420 -3.952
H3 -0.298 -1.546 2.301
H4 -0.758 -2.866 1.135
H5 0.703 -2.738 1.736
H6 -0.019 0.810 1.272
H7 -1.538 0.087 0.677
H8 0.064 3.523 -2.649
H9 -2.365 -0.260 3.922
H10 0.308 -0.865 -1.606
H11 0.782 -2.572 -0.951

Properties
Net charge: +1
Relative energy (zero: lowest compared OMol25 entry of this formula, charge and spin), kJ/mol: 0.0
Spin multiplicity: 1
HOMO-LUMO gap, eV: 9.59


> Which value of spin multiplicity does entry 3 give?

1


> Which value of spin multiplicity does entry 9 give?

1